The following is a DFT calculation (ωB97M-V/def2-TZVPD) of a cluster of 13 separate species, C30H90N12O18 in total at a distorted geometry.

Cartesian coordinates (Å):
H (-17.901680, 19.894060, -20.478880)
H (-17.599970, 16.187910, -21.334180)
H (-17.983350, 20.135170, -23.130620)
H (-19.591990, 20.704310, -18.131970)
N (-18.109460, 23.401340, -22.653340)
O (-12.937620, 22.822420, -12.869470)
H (-19.594520, 19.565430, -20.152700)
N (-18.810970, 22.099140, -19.387310)
H (-25.875140, 20.321500, -14.006000)
H (-12.803310, 22.573960, -14.863470)
H (-12.146360, 22.374120, -12.562000)
O (-19.807090, 14.131470, -22.668640)
C (-23.890770, 18.832000, -19.723600)
C (-16.249660, 15.648410, -19.436170)
H (-22.474270, 23.454530, -23.325630)
C (-14.953000, 22.703890, -14.210620)
H (-19.922420, 13.710510, -20.682890)
C (-21.988760, 21.172080, -15.072240)
H (-20.522060, 21.485050, -20.463330)
H (-18.749130, 19.314450, -10.041040)
H (-20.263150, 22.413060, -14.403690)
N (-21.722790, 21.667910, -16.410100)
H (-18.347220, 22.768790, -18.790140)
H (-16.976390, 17.466340, -18.500310)
H (-14.887250, 23.788730, -14.293630)
N (-12.198390, 14.275790, -16.512750)
N (-13.482340, 20.534460, -21.524730)
H (-19.498410, 20.884640, -24.844020)
C (-18.648150, 20.281850, -25.163080)
O (-19.313500, 18.727660, -23.226200)
H (-22.196450, 21.694320, -23.408040)
C (-13.461790, 22.240860, -14.061260)
H (-19.584000, 25.683560, -20.258400)
H (-15.058060, 17.914510, -15.729590)
O (-17.106200, 19.558970, -17.180950)
H (-13.374950, 19.550070, -21.723590)
H (-21.149810, 21.587690, -13.073710)
H (-13.663100, 17.241940, -17.526920)
C (-17.371280, 20.793300, -17.733170)
O (-23.812180, 19.856060, -13.826510)
C (-20.244750, 25.606510, -17.628390)
C (-12.053190, 15.378070, -18.647400)
H (-14.381240, 18.056030, -14.139280)
C (-17.036220, 19.219100, -11.672630)
C (-18.257260, 19.419350, -23.905650)
C (-21.228930, 22.040850, -14.061890)
C (-13.546770, 16.381340, -16.868190)
H (-15.969170, 19.688320, -9.828930)
C (-18.640010, 20.804740, -18.653270)
H (-16.990770, 24.150350, -20.820180)
O (-14.250340, 22.068550, -20.229430)
N (-20.993360, 21.622500, -21.345990)
H (-18.312320, 20.590460, -12.184230)
H (-10.966110, 15.301230, -18.668720)
N (-22.245940, 22.566760, -22.901580)
C (-23.481450, 20.927150, -14.763390)
N (-19.089630, 24.946410, -19.776420)
O (-16.193600, 22.376290, -23.224760)
C (-19.387150, 14.395690, -21.340250)
H (-18.451770, 27.423180, -18.311880)
H (-16.150630, 13.623310, -19.470450)
H (-21.928980, 20.317420, -17.644300)
H (-15.584370, 23.015250, -21.038330)
C (-18.610050, 19.639070, -19.690660)
H (-17.424910, 18.831450, -15.147400)
H (-16.936320, 15.984900, -17.699520)
H (-17.316400, 26.519060, -19.116890)
H (-23.668100, 20.705180, -18.732690)
H (-11.520030, 16.230600, -16.661290)
H (-21.775060, 22.902220, -13.677330)
H (-18.484410, 23.226430, -23.574710)
O (-21.684980, 23.749770, -21.132770)
H (-13.608380, 18.837840, -15.305070)
H (-12.892660, 21.215230, -21.981820)
H (-21.602550, 20.164980, -14.915100)
H (-19.741440, 18.752720, -25.620830)
H (-18.369010, 24.177290, -22.061190)
H (-16.229410, 19.486150, -12.355160)
H (-18.715610, 24.325570, -17.868010)
H (-15.392440, 22.975000, -12.329870)
H (-23.118320, 18.982640, -20.477740)
H (-12.340460, 14.277970, -15.512790)
H (-13.092200, 13.929080, -16.830570)
H (-12.668540, 14.574700, -19.052400)
O (-20.030280, 25.813910, -16.243200)
O (-15.893200, 15.991380, -20.580730)
H (-20.741330, 21.906040, -16.399380)
H (-20.621650, 26.558420, -18.002430)
O (-18.008730, 19.565490, -9.483920)
C (-14.116180, 17.881230, -15.182010)
H (-14.949720, 19.073220, -20.609760)
H (-23.831480, 17.776810, -19.456870)
H (-20.689510, 25.387650, -14.334170)
O (-25.120400, 19.165810, -20.339390)
H (-20.883320, 20.915750, -22.059080)
C (-17.960810, 26.452650, -18.240280)
C (-21.120340, 25.618420, -15.308460)
H (-24.363640, 19.379670, -17.765960)
H (-20.999990, 24.835330, -17.780000)
O (-15.689140, 22.434570, -13.065740)
H (-21.744850, 26.509340, -15.242510)
H (-25.390500, 19.244680, -15.006910)
O (-22.259420, 19.458440, -17.917380)
H (-19.506610, 16.188540, -19.976620)
N (-16.440270, 14.439530, -18.950850)
N (-16.518020, 23.353620, -21.222450)
H (-17.389100, 18.799280, -24.129050)
H (-25.550550, 18.775430, -13.226450)
O (-19.139150, 19.352730, -26.066740)
H (-18.749230, 19.815610, -15.882720)
H (-21.809550, 24.785450, -15.447180)
O (-18.401090, 16.672290, -21.546720)
H (-16.495920, 21.136770, -18.284420)
N (-14.951770, 20.017340, -20.250980)
C (-16.861910, 23.057300, -22.443910)
C (-23.572900, 19.652950, -18.464640)
H (-22.182260, 22.540360, -16.191420)
C (-17.912840, 19.142500, -16.071130)
H (-15.216730, 20.216940, -19.297010)
H (-23.800860, 21.880580, -14.342620)
H (-18.465120, 18.238050, -16.326190)
H (-18.885360, 18.085630, -22.655160)
O (-13.590630, 16.659180, -15.515000)
N (-16.718870, 16.490800, -18.546210)
H (-17.407910, 14.339580, -18.679200)
C (-21.638180, 22.723550, -21.749550)
C (-16.915170, 19.957820, -10.298550)
H (-25.240700, 20.118220, -20.332870)
H (-16.896500, 18.150930, -11.506560)
H (-18.397690, 18.646520, -19.293350)
H (-19.823690, 24.267460, -19.918830)
H (-17.854020, 20.901240, -25.580000)
O (-18.245210, 19.653720, -12.383240)
H (-12.186280, 16.264090, -19.268180)
H (-18.343330, 14.151330, -21.143220)
C (-12.266500, 15.586740, -17.126380)
H (-17.008900, 21.023920, -10.505340)
C (-19.505750, 15.901830, -21.028230)
C (-25.177680, 19.484850, -13.965220)
H (-15.453250, 22.219510, -15.049210)
H (-23.942820, 20.775740, -15.739250)
H (-20.448930, 16.351440, -21.338670)
H (-19.982660, 13.227220, -22.939030)
H (-17.362880, 26.299600, -17.341860)
H (-13.307520, 21.175780, -13.888320)
H (-17.382970, 21.510650, -16.912580)
H (-18.132550, 22.047160, -20.133730)
C (-14.292410, 20.955790, -20.644560)
H (-14.395380, 15.743500, -17.115410)
C (-18.935720, 25.253440, -18.395930)

Cartesian forces (eV/Å) of the 6 atoms listed first:
0.19 -0.21 -0.06
0.69 0.12 -0.07
0.95 0.40 -0.19
0.28 -0.30 0.79
-2.78 1.05 -1.41
-0.51 1.00 0.62

Values from the calculation:
Gap between HOMO and LUMO in eV: 9.173
E_HOMO in eV: -9.056